## w
Formula: C10H17N5
Source: OMol25
Level of theory: the ωB97M-V functional and the def2-TZVPD basis

XYZ file:
```
32
Properties=species:S:1:pos:R:3:mulliken_charge:R:1
C -1.258 -3.018 -3.559 0.186
C 2.008 -2.678 -1.850 -0.530
C 0.978 -3.505 -1.999 -0.278
C 0.519 -0.908 -1.142 0.607
C 1.882 -1.135 -1.743 -0.519
C -0.954 2.073 0.173 -1.252
C -1.038 0.419 1.929 -1.088
C 0.049 2.928 1.074 -0.738
C -0.053 1.151 2.745 -0.740
C -0.888 0.626 0.368 -0.068
N -1.991 -2.828 -4.387 -0.199
N -0.351 -3.046 -1.939 -0.560
N -0.454 -1.805 -1.276 0.150
N 0.360 0.092 -0.188 0.011
N -0.225 2.609 2.521 -0.142
H 2.990 -2.940 -1.648 0.458
H 0.919 -4.565 -2.010 0.477
H 2.683 -0.746 -1.148 0.405
H 1.672 -0.758 -2.681 0.328
H -1.920 2.517 0.363 0.491
H -0.819 2.309 -0.868 0.462
H -0.892 -0.573 2.105 0.495
H -1.965 0.799 2.237 0.572
H 1.065 2.556 1.017 0.429
H -0.079 3.934 0.777 0.427
H -0.348 0.825 3.689 0.459
H 0.943 0.930 2.359 0.410
H -1.782 0.125 -0.186 0.447
H -1.359 -1.731 -0.836 0.273
H 1.226 0.505 0.107 0.292
H 0.265 3.079 3.383 0.393
H -1.183 2.760 2.612 0.343
```

The value obtained for the HOMO energy is -16.3 eV. As for the LUMO energy: -7.42 eV. Its total charge is +2. The HOMO-LUMO gap comes out at 8.904 eV.



## x
Formula: C10H17N5
Source: OMol25
Level of theory: the ωB97M-V functional and the def2-TZVPD basis

XYZ file:
```
32
Properties=species:S:1:pos:R:3:mulliken_charge:R:1
C -0.698 -2.525 3.974 -1.229
C -0.038 -1.755 2.916 0.430
N -0.528 -1.476 1.706 0.013
C 0.394 -0.751 0.980 0.383
C 0.229 -0.327 -0.408 0.156
N 1.249 0.081 -1.014 0.040
C 2.030 0.514 -1.921 -0.292
C 2.354 1.863 -2.144 -0.191
N 1.765 2.783 -1.428 0.184
N 1.993 4.024 -1.612 -0.492
C -1.131 -0.394 -1.063 0.536
C -1.026 -0.441 -2.584 -1.772
C -1.968 0.804 -0.598 -1.237
C 1.476 -0.584 1.811 -0.615
N 1.182 -1.204 2.984 -0.008
H -1.215 -1.862 4.673 0.322
H -1.436 -3.212 3.567 0.367
H 0.033 -3.091 4.548 0.400
H -1.439 -1.770 1.374 0.227
H 2.555 -0.234 -2.513 0.390
H 3.078 2.103 -2.919 0.483
H 1.504 4.683 -1.019 0.258
H 2.646 4.376 -2.316 0.250
H -1.614 -1.320 -0.729 0.291
H -0.409 -1.278 -2.904 0.419
H -2.015 -0.575 -3.011 0.460
H -0.610 0.479 -2.984 0.365
H -2.980 0.692 -0.978 0.404
H -1.557 1.728 -0.998 0.325
H -2.014 0.882 0.485 0.408
H 2.404 -0.074 1.636 0.491
H 1.789 -1.246 3.795 0.231
```

Its SMILES is Cc1[nH]c(/C(=N/C=C\N=[NH2+])C(C)C)c[nH+]1. The value obtained for the HOMO energy is -15.9 eV. As for the LUMO energy: -7.20 eV. Its total charge is +2. The HOMO-LUMO gap comes out at 8.665 eV.



It turns out x is the most stable, with the second structure 5.727 eV higher.



## w
Formula: C2H4BrNO2
Source: OMol25
Level of theory: the ωB97M-V functional and the def2-TZVPD basis

XYZ file:
```
10
Properties=species:S:1:pos:R:3:mulliken_charge:R:1
C -1.013 1.022 2.214 0.222
C 0.851 -0.687 -1.681 -0.602
N -0.866 -0.290 -0.133 -0.342
O -1.805 0.687 3.008 -0.307
O -0.168 0.147 -1.187 -0.143
Br 0.398 -0.363 1.545 -0.033
H -0.776 2.073 1.774 0.342
H 1.774 -0.420 -1.271 0.325
H 1.033 -0.423 -2.788 0.222
H 0.572 -1.747 -1.480 0.316
```

The value obtained for the HOMO energy is -8.0 eV. As for the LUMO energy: -0.19 eV. The HOMO-LUMO gap comes out at 7.840 eV.



## x
Formula: C2H4BrNO2
Source: OMol25
Level of theory: the ωB97M-V functional and the def2-TZVPD basis

XYZ file:
```
10
Properties=species:S:1:pos:R:3:mulliken_charge:R:1
C 1.694 -0.237 -0.234 -0.912
C -1.112 0.817 0.028 -0.349
N -0.997 -0.513 0.580 0.854
O -1.000 -1.452 -0.218 -0.510
O -0.978 -0.654 1.823 -0.552
Br -1.422 0.981 -1.814 0.011
H 1.597 0.316 0.665 0.333
H 2.244 0.184 -1.042 0.320
H 1.102 -1.126 -0.404 0.334
H -1.127 1.684 0.616 0.471
```

The value obtained for the HOMO energy (spin up / spin down) is -9.1 / -9.8 eV. As for the LUMO energy (spin up / spin down): -2.32 / -0.14 eV. The HOMO-LUMO gap (spin up / spin down) comes out at 6.748 / 9.691 eV.



It turns out w is the most stable, with the second structure 1.000 eV higher.



## w
Formula: C4H13N2O2
Source: OMol25
Level of theory: the ωB97M-V functional and the def2-TZVPD basis

XYZ file:
```
21
Properties=species:S:1:pos:R:3:mulliken_charge:R:1
N -3.015 -0.756 2.538 -0.192
C -1.938 -0.465 1.759 0.795
O -2.210 0.166 0.600 -0.401
O -0.778 -0.746 2.068 -0.215
H -3.853 -0.172 2.493 0.318
H -2.792 -1.088 3.485 0.349
H -3.168 0.102 0.443 0.371
C 1.617 -0.290 -1.529 -0.714
C 2.081 1.142 -1.764 -0.365
C 3.091 1.195 -2.911 -1.300
N 0.693 -0.340 -0.335 -0.328
H 1.064 -0.701 -2.371 0.368
H 2.461 -0.939 -1.304 0.380
H 2.534 1.530 -0.849 0.383
H 1.195 1.747 -1.977 0.369
H 3.955 0.567 -2.680 0.356
H 2.635 0.866 -3.851 0.356
H 3.441 2.216 -3.069 0.356
H 1.164 0.009 0.503 0.381
H -0.174 0.190 -0.437 0.335
H 0.387 -1.291 -0.117 0.400
```

The value obtained for the HOMO energy (spin up / spin down) is -18.3 / -18.3 eV. As for the LUMO energy (spin up / spin down): -8.22 / -14.55 eV. Its total charge is +2. Its spin multiplicity is 2. The HOMO-LUMO gap (spin up / spin down) comes out at 10.074 / 3.750 eV.



## x
Formula: C4H13N2O2
Source: OMol25
Level of theory: the ωB97M-V functional and the def2-TZVPD basis

XYZ file:
```
21
Properties=species:S:1:pos:R:3:mulliken_charge:R:1
O -0.370 2.573 -0.779 -0.476
C -0.443 1.655 0.046 -0.114
C -0.684 0.225 -0.695 0.080
C -1.174 -0.966 0.059 -0.690
C 0.082 -1.228 1.070 -0.415
N 1.201 -1.813 0.243 -0.129
N -1.456 0.553 -1.944 -0.236
H -0.498 2.004 1.062 0.501
H 0.530 -0.086 -0.940 0.169
H -1.402 -1.911 -0.571 0.370
H -2.177 -0.760 0.567 0.469
H -0.363 -1.802 1.866 0.387
H 0.744 -0.203 1.420 0.270
H 1.427 -2.803 0.351 0.348
H 2.018 -1.293 0.465 0.285
H -1.360 -0.062 -2.664 0.338
H -2.487 0.422 -1.717 0.398
H -1.365 1.592 -2.256 0.418
H 2.427 1.568 2.163 0.300
H 3.100 1.163 0.919 0.288
O 2.250 1.173 1.334 -0.560
```

The value obtained for the HOMO energy (spin up / spin down) is -18.4 / -18.4 eV. As for the LUMO energy (spin up / spin down): -7.40 / -12.82 eV. Its total charge is +2. Its spin multiplicity is 2. The HOMO-LUMO gap (spin up / spin down) comes out at 11.003 / 5.551 eV.



It turns out w is the most stable, with the second structure 2.567 eV higher.



## w
Formula: C5H7NS
Source: OMol25
Level of theory: the ωB97M-V functional and the def2-TZVPD basis

XYZ file:
```
14
Properties=species:S:1:pos:R:3:mulliken_charge:R:1
C -0.494 0.735 -0.531 -0.288
C -0.593 -0.061 0.870 -0.055
C 0.940 0.452 -0.261 -0.239
C 1.060 -1.084 -0.247 -0.401
C 0.058 -1.413 0.656 -0.436
H -2.295 1.050 -1.817 0.119
H -0.497 1.844 -0.326 0.422
H -1.625 -0.003 1.445 0.352
H 1.366 0.558 1.858 0.285
H 1.644 1.121 -0.759 0.443
H 1.594 -1.682 -1.112 0.281
H -0.305 -2.422 0.936 0.336
N 0.616 0.880 1.144 -0.592
S -1.468 0.025 -1.855 -0.226
```

The value obtained for the HOMO energy is -8.8 eV. As for the LUMO energy: 0.86 eV. The HOMO-LUMO gap comes out at 9.654 eV.



## x
Formula: C5H7NS
Source: OMol25
Level of theory: the ωB97M-V functional and the def2-TZVPD basis

XYZ file:
```
14
Properties=species:S:1:pos:R:3:mulliken_charge:R:1
C 0.051 1.116 0.043 0.140
C 0.442 -0.094 -0.086 -0.187
C -1.855 -1.000 -0.002 0.215
C -1.337 1.627 0.114 -0.498
C 1.689 -0.928 -0.157 -0.993
N -1.941 -2.216 0.113 -0.453
S -2.760 0.444 -0.101 -0.123
H 0.793 2.019 0.290 0.187
H -1.654 1.977 1.222 0.270
H -1.681 2.351 -0.618 0.363
H 1.407 -1.958 0.319 0.232
H 2.590 -0.603 0.548 0.279
H 1.966 -0.890 -1.118 0.308
H -2.757 -2.807 0.419 0.259
```

The value obtained for the HOMO energy (spin up / spin down) is -7.5 / -7.5 eV. As for the LUMO energy (spin up / spin down): 0.29 / 0.29 eV. The HOMO-LUMO gap (spin up / spin down) comes out at 7.794 / 7.792 eV.



It turns out w is the most stable, with the second structure 1.324 eV higher.



## w
Formula: C9H15P
Source: OMol25
Level of theory: the ωB97M-V functional and the def2-TZVPD basis

XYZ file:
```
25
Properties=species:S:1:pos:R:3:mulliken_charge:R:1
C 0.084 -1.899 -1.827 -0.981
P 0.021 -1.466 -0.092 0.141
C -1.668 -1.911 0.253 -1.137
C -0.070 0.507 -0.258 1.747
C -0.939 1.193 -1.374 -1.642
C -0.562 0.894 1.151 -0.778
C 0.301 1.149 2.149 -0.526
C 1.789 0.844 2.058 -0.846
C 2.125 1.016 0.588 -0.526
C 1.301 0.847 -0.459 -0.924
H -0.903 -1.937 -2.282 0.303
H 0.506 -2.841 -1.856 0.411
H 0.652 -1.136 -2.454 0.267
H -1.891 -1.758 1.295 0.360
H -2.095 -2.855 -0.001 0.417
H -2.240 -1.113 -0.269 0.294
H -0.539 0.952 -2.337 0.411
H -1.031 2.268 -1.092 0.477
H -2.006 0.859 -1.208 0.328
H -1.658 1.011 1.259 0.415
H -0.115 1.414 3.107 0.375
H 2.531 1.453 2.546 0.374
H 1.808 -0.159 2.308 0.340
H 3.033 1.488 0.283 0.391
H 1.567 1.178 -1.487 0.311
```

Its SMILES is CP(C)C1(C)C=CCC=C1. The value obtained for the HOMO energy is -8.2 eV. As for the LUMO energy: 0.97 eV. The HOMO-LUMO gap comes out at 9.174 eV.



## x
Formula: C9H15P
Source: OMol25
Level of theory: the ωB97M-V functional and the def2-TZVPD basis

XYZ file:
```
25
Properties=species:S:1:pos:R:3:mulliken_charge:R:1
C -0.637 2.463 0.007 -0.397
C -1.342 1.283 -0.071 0.979
C -0.696 0.068 -0.140 -0.340
C 1.292 0.505 -0.693 -0.126
C -2.849 1.323 -0.125 -1.317
C -1.798 -1.668 1.247 -0.939
C 3.432 -0.085 0.389 -1.185
C -1.220 -1.314 -0.109 -0.800
C 2.528 -0.299 -0.750 0.052
P 1.090 2.084 0.012 -0.118
H -1.107 3.478 0.325 0.260
H -2.968 1.716 -1.143 0.320
H -3.126 1.998 0.700 0.315
H -3.299 0.289 -0.036 0.282
H -2.715 -1.061 1.431 0.300
H -1.055 -1.422 1.921 0.334
H -1.926 -2.759 1.043 0.319
H 2.974 -0.413 1.389 0.274
H 3.668 1.012 0.766 0.245
H 4.394 -0.535 0.374 0.404
H -1.861 -1.502 -0.904 0.528
H -0.379 -2.040 -0.357 0.221
H 2.263 -1.359 -0.946 0.213
H 3.213 -0.002 -1.705 0.185
H 1.408 3.192 -0.726 -0.007
```

The value obtained for the HOMO energy (spin up / spin down) is -7.2 / -7.2 eV. As for the LUMO energy (spin up / spin down): 0.15 / -0.06 eV. The HOMO-LUMO gap (spin up / spin down) comes out at 7.367 / 7.099 eV.



It turns out w is the most stable, with the second structure 4.447 eV higher.



## w
Formula: C2H12NO2S
Source: OMol25
Level of theory: the ωB97M-V functional and the def2-TZVPD basis

XYZ file:
```
18
Properties=species:S:1:pos:R:3:mulliken_charge:R:1
C -1.124 -1.145 -0.020 -0.553
C 0.117 -1.626 0.724 -0.674
S 1.432 -2.220 -0.321 -0.140
N -0.949 0.329 -0.474 -0.260
H -2.077 -1.196 0.500 0.348
H -1.149 -1.696 -0.963 0.330
H -0.292 -2.434 1.376 0.371
H 0.387 -0.971 1.550 0.417
H 0.687 -3.001 -1.110 0.143
H -0.398 0.749 0.294 0.333
H -1.834 0.828 -0.458 0.325
H -0.410 0.462 -1.318 0.356
H 2.517 0.774 0.180 0.297
H 2.046 1.229 -1.141 0.307
O 1.687 1.041 -0.271 -0.594
H 0.493 2.775 0.264 0.338
H -0.747 3.503 0.546 0.316
O -0.385 2.598 0.642 -0.660
```

The value obtained for the HOMO energy is -13.0 eV. As for the LUMO energy: -3.18 eV. Its total charge is +1. The HOMO-LUMO gap comes out at 9.777 eV.



## x
Formula: C2H12NO2S
Source: OMol25
Level of theory: the ωB97M-V functional and the def2-TZVPD basis

XYZ file:
```
18
Properties=species:S:1:pos:R:3:mulliken_charge:R:1
C -0.530 0.201 -0.003 -0.352
C -0.266 1.590 -0.537 -0.698
S 1.010 2.483 0.489 -0.183
N 0.624 -0.717 -0.370 -0.274
H -1.405 -0.364 -0.332 0.294
H -0.559 0.168 1.090 0.301
H -1.158 2.197 -0.369 0.387
H -0.032 1.617 -1.597 0.364
H 0.234 3.478 0.887 0.173
H 0.482 -1.555 0.198 0.381
H 1.644 -0.419 -0.178 0.221
H 0.702 -1.067 -1.329 0.399
H 3.014 0.362 1.070 0.337
H 4.000 -0.504 0.356 0.312
O 3.135 -0.105 0.230 -0.669
H -3.632 -3.043 0.617 0.323
H -3.968 -2.100 -0.451 0.314
O -3.295 -2.223 0.230 -0.630
```

The value obtained for the HOMO energy is -13.1 eV. As for the LUMO energy: -3.13 eV. Its total charge is +1. The HOMO-LUMO gap comes out at 9.952 eV.



It turns out x is the most stable, with the second structure 0.214 eV higher.



## w
Formula: C18H26N6O4
Source: OMol25
Level of theory: the ωB97M-V functional and the def2-TZVPD basis

XYZ file:
```
54
Properties=species:S:1:pos:R:3:mulliken_charge:R:1
C -4.650 0.720 -3.382 -1.196
C -3.877 1.432 -2.322 0.354
N -3.763 2.749 -2.327 -1.059
N -3.023 3.028 -1.241 0.328
C -2.658 1.935 -0.536 -0.106
C -1.812 2.022 0.689 -1.232
C -3.202 0.863 -1.212 1.325
C -3.111 -0.599 -0.885 -1.476
C -1.720 -1.021 -0.450 0.843
O -1.447 -1.163 0.738 -0.727
N -0.767 -1.176 -1.407 0.283
C -1.016 -1.004 -2.831 -0.542
C -1.147 -2.373 -3.479 0.474
O -2.023 -2.670 -4.265 -0.672
N -0.191 -3.221 -3.017 -0.094
C 0.945 -2.693 -2.277 -1.081
C 0.471 -1.881 -1.067 -0.356
C 1.586 -0.937 -0.591 0.386
O 2.637 -0.826 -1.194 -0.716
N 1.276 -0.257 0.540 0.059
C 2.314 0.374 1.313 -0.514
C 1.870 1.689 1.932 -0.535
C 3.010 2.235 2.774 -0.885
C 3.341 1.270 3.896 -0.585
N 3.503 -0.103 3.434 0.067
C 4.009 -1.033 4.428 -1.095
C 2.858 -0.622 2.351 0.456
O 2.754 -1.820 2.163 -0.679
H -5.534 0.232 -2.968 0.283
H -4.974 1.432 -4.138 0.370
H -4.052 -0.053 -3.872 0.296
H -2.799 3.985 -1.033 0.163
H -2.185 1.357 1.465 0.371
H -0.784 1.726 0.474 0.094
H -1.800 3.041 1.079 0.442
H -3.760 -0.856 -0.046 0.392
H -3.442 -1.188 -1.742 0.419
H -1.911 -0.421 -3.010 0.024
H -0.179 -0.459 -3.278 0.338
H -0.157 -4.143 -3.421 0.305
H 1.561 -3.519 -1.930 0.474
H 1.580 -2.066 -2.905 0.337
H 0.236 -2.546 -0.232 0.674
H 0.432 -0.566 1.014 0.488
H 3.141 0.563 0.624 0.388
H 1.588 2.385 1.141 0.324
H 0.984 1.527 2.557 0.320
H 3.890 2.382 2.142 0.383
H 2.756 3.204 3.207 0.374
H 4.269 1.568 4.389 0.397
H 2.551 1.304 4.659 0.301
H 4.259 -1.972 3.946 0.334
H 4.899 -0.607 4.893 0.340
H 3.265 -1.229 5.206 0.348
```

Its SMILES is Cc1n[nH]c(C)c1CC(=O)N1CC(=O)NC[C@H]1C(=O)N[C@H]1CCCN(C)C1=O. The value obtained for the HOMO energy is -8.9 eV. As for the LUMO energy: 0.54 eV. The HOMO-LUMO gap comes out at 9.457 eV.



## x
Formula: C18H26N6O4
Source: OMol25
Level of theory: the ωB97M-V functional and the def2-TZVPD basis

XYZ file:
```
54
Properties=species:S:1:pos:R:3:mulliken_charge:R:1
C -1.500 -2.115 -1.584 -1.297
C -1.372 -1.894 -0.113 0.605
N -2.369 -1.353 0.570 -0.937
N -1.911 -1.282 1.835 0.465
C -0.659 -1.754 1.984 -0.112
C 0.060 -1.715 3.287 -1.590
C -0.270 -2.179 0.730 1.177
C 1.092 -2.703 0.370 -1.551
C 1.976 -1.482 0.185 0.449
O 2.433 -0.929 1.177 -0.693
N 2.124 -0.930 -1.053 0.316
C 1.950 -1.612 -2.324 -0.645
C 3.314 -1.818 -2.973 0.215
O 3.647 -2.851 -3.514 -0.672
N 4.104 -0.724 -2.833 -0.076
C 3.513 0.548 -2.444 -1.014
C 2.738 0.398 -1.131 -0.125
C 1.637 1.470 -1.035 0.218
O 1.482 2.314 -1.906 -0.717
N 0.840 1.353 0.043 0.180
C -0.349 2.160 0.196 0.192
C -1.383 1.921 -0.898 -0.415
C -2.608 2.760 -0.578 -0.969
C -3.217 2.298 0.730 -0.521
N -2.226 2.137 1.793 0.137
C -2.787 1.917 3.111 -1.241
C -0.909 1.881 1.592 -0.003
O -0.167 1.490 2.481 -0.714
H -1.159 -3.112 -1.870 0.454
H -2.543 -2.010 -1.879 0.379
H -0.913 -1.387 -2.148 0.098
H -2.500 -0.902 2.554 0.260
H 0.863 -2.449 3.302 0.341
H 0.503 -0.729 3.436 0.235
H -0.619 -1.925 4.115 0.474
H 1.517 -3.269 1.197 0.455
H 1.043 -3.359 -0.495 0.552
H 1.483 -2.581 -2.202 0.365
H 1.317 -1.015 -2.990 0.330
H 5.004 -0.749 -3.284 0.301
H 4.303 1.283 -2.314 0.491
H 2.846 0.933 -3.216 0.326
H 3.406 0.493 -0.275 0.639
H 1.125 0.779 0.829 0.247
H -0.071 3.222 0.183 0.345
H -0.953 2.187 -1.861 0.486
H -1.647 0.859 -0.912 -0.040
H -2.327 3.815 -0.511 0.394
H -3.359 2.675 -1.364 0.362
H -3.965 3.012 1.083 0.417
H -3.720 1.335 0.582 0.332
H -1.987 1.700 3.811 0.373
H -3.331 2.806 3.438 0.326
H -3.498 1.084 3.093 0.397
```

Its SMILES is Cc1n[nH]c(C)c1CC(=O)N1CC(=O)NC[C@H]1C(=O)N[C@H]1CCCN(C)C1=O. The value obtained for the HOMO energy is -8.9 eV. As for the LUMO energy: 0.71 eV. The HOMO-LUMO gap comes out at 9.630 eV.



It turns out x is the most stable, with the second structure 0.162 eV higher.